{
  "formula": "C45H82N12O4",
  "method": "wB97M-V/def2-TZVPD",
  "spin_multiplicity": 1,
  "orbital_gap_ev": 9.7,
  "lumo_energy_ev": 0.1,
  "mol_weight_g_mol": 855.23,
  "homo_energy_ha": -0.350,
  "smiles": "CN(C)C=O.CN(C)C=O.CN(C)C=O.CN(C)C=O.c1ccncc1.CCCC#N.CCCC#N.CCCC#N.CCCC#N.CCCC#N.CCCC#N.CCCC#N",
  "fmax_ha_per_bohr": 0.053,
  "symbols": ["N", "C", "C", "C", "C", "C", "H", "H", "H", "H", "H", "C", "C", "C", "C", "N", "H", "H", "H", "H", "H", "H", "H", "C", "C", "C", "C", "N", "H", "H", "H", "H", "H", "H", "H", "C", "C", "C", "C", "N", "H", "H", "H", "H", "H", "H", "H", "C", "C", "C", "C", "N", "H", "H", "H", "H", "H", "H", "H", "C", "C", "C", "C", "N", "H", "H", "H", "H", "H", "H", "H", "C", "C", "C", "C", "N", "H", "H", "H", "H", "H", "H", "H", "C", "C", "C", "C", "N", "H", "H", "H", "H", "H", "H", "H", "C", "O", "N", "C", "C", "H", "H", "H", "H", "H", "H", "H", "C", "O", "N", "C", "C", "H", "H", "H", "H", "H", "H", "H", "C", "O", "N", "C", "C", "H", "H", "H", "H", "H", "H", "H", "C", "O", "N", "C", "C", "H", "H", "H", "H", "H", "H", "H"],
  "coordinates": [[11.4362, 14.5407, 14.8497], [12.2742, 13.8927, 14.0059], [12.4671, 12.4982, 14.0762], [11.6058, 11.7512, 14.8661], [10.7013, 12.3946, 15.6618], [10.6527, 13.8008, 15.6588], [12.7687, 14.5536, 13.3193], [13.0848, 11.9950, 13.3174], [11.7504, 10.6689, 14.9811], [10.1372, 11.8797, 16.4362], [10.1412, 14.3263, 16.4510], [12.3563, 21.0155, 11.3137], [12.6754, 21.9913, 10.2039], [11.6482, 23.1152, 10.0149], [11.2780, 23.8098, 11.3225], [10.8240, 24.3218, 12.2587], [13.2113, 20.4079, 11.6340], [11.5212, 20.3258, 11.0876], [12.0370, 21.5593, 12.1872], [12.7591, 21.4625, 9.2661], [13.6467, 22.4932, 10.3270], [10.7087, 22.7873, 9.6042], [12.0469, 23.9036, 9.3700], [21.4024, 17.4603, 12.5100], [20.0511, 17.3268, 13.1882], [18.8894, 17.5161, 12.1761], [19.0536, 18.7352, 11.4062], [19.3173, 19.6343, 10.7299], [21.5686, 16.6057, 11.8323], [22.1809, 17.4462, 13.2673], [21.4660, 18.3749, 11.8839], [20.0213, 18.0642, 13.9910], [19.9153, 16.3580, 13.7417], [17.9713, 17.5912, 12.7720], [18.7926, 16.6838, 11.4904], [15.6812, 20.6552, 13.3767], [14.6264, 21.1783, 14.3593], [15.2610, 22.0944, 15.4114], [15.4956, 23.4456, 14.8860], [15.6844, 24.4705, 14.4017], [16.3690, 19.9392, 13.8531], [16.3360, 21.4722, 13.0538], [15.2320, 20.1486, 12.5138], [14.1002, 20.3735, 14.8718], [13.8489, 21.7689, 13.9018], [16.1758, 21.6763, 15.8187], [14.5740, 22.2490, 16.2303], [16.6165, 19.5917, 7.9798], [15.8213, 20.6152, 8.7977], [16.7219, 21.5199, 9.6664], [17.6460, 22.3662, 8.9321], [18.3461, 22.9647, 8.2407], [16.8109, 18.7375, 8.6246], [17.5766, 20.0141, 7.6517], [16.0449, 19.2228, 7.1088], [15.0747, 20.1321, 9.4271], [15.2590, 21.2426, 8.0865], [17.3532, 20.9238, 10.3344], [16.1068, 22.1393, 10.3206], [15.8975, 15.5664, 13.9400], [15.0828, 16.8279, 14.1900], [14.2258, 17.2435, 12.9799], [15.0515, 17.4205, 11.8283], [15.7250, 17.6054, 10.9170], [16.4505, 15.6344, 13.0004], [15.2539, 14.6995, 13.8305], [16.6110, 15.3484, 14.7293], [15.7194, 17.6801, 14.4534], [14.4097, 16.6137, 15.0259], [13.6624, 18.1718, 13.1454], [13.3885, 16.6062, 12.6943], [8.4262, 19.7014, 16.1090], [8.2524, 18.7067, 14.9557], [9.4580, 17.7589, 14.7416], [10.6090, 18.4711, 14.1094], [11.5345, 18.9944, 13.6720], [7.6191, 20.4523, 16.0521], [9.4215, 20.1471, 16.1702], [8.2754, 19.1019, 16.9967], [8.0450, 19.2516, 14.0149], [7.3787, 18.0575, 15.1634], [9.1868, 16.8918, 14.1396], [9.8213, 17.2732, 15.6487], [16.8096, 14.4913, 7.6835], [15.8379, 15.1108, 8.6786], [15.5863, 14.1099, 9.8851], [14.7890, 12.9289, 9.4703], [14.2386, 12.0067, 9.0928], [16.5298, 13.5095, 7.2997], [17.8032, 14.4790, 8.1341], [16.9076, 15.1317, 6.8005], [14.8885, 15.3711, 8.2177], [16.2739, 15.9900, 9.1359], [15.0498, 14.6531, 10.6683], [16.5374, 13.7336, 10.2720], [12.5425, 15.2348, 9.8360], [12.7634, 15.3246, 11.0314], [11.9470, 14.2068, 9.2009], [11.2868, 13.1658, 9.9556], [11.6080, 14.1988, 7.8102], [12.7419, 16.0924, 9.1829], [10.2763, 13.0405, 9.5938], [11.3078, 13.5005, 10.9875], [11.8405, 12.2327, 9.8035], [12.0381, 15.0683, 7.3060], [12.0304, 13.2980, 7.3409], [10.5136, 14.2428, 7.7303], [21.4026, 14.8472, 16.2284], [20.9378, 15.0640, 17.3382], [20.7887, 14.2022, 15.2460], [21.6123, 13.9119, 14.0274], [19.5041, 13.5219, 15.3973], [22.3774, 15.2290, 15.9813], [22.6027, 14.3690, 14.1913], [21.1225, 14.3317, 13.1484], [21.6241, 12.8308, 13.9280], [18.7888, 13.8983, 14.6669], [19.5755, 12.4464, 15.3196], [19.2029, 13.7836, 16.4133], [11.5453, 18.6882, 18.9409], [11.0555, 19.3485, 19.8552], [12.4244, 19.1209, 18.0251], [12.9904, 18.1456, 17.1562], [12.8556, 20.4847, 18.0604], [11.3839, 17.5934, 18.8506], [12.4226, 17.2140, 17.3250], [14.0524, 17.9502, 17.2656], [12.8263, 18.4179, 16.1120], [12.8111, 20.8193, 17.0043], [12.1592, 21.0945, 18.6320], [13.9017, 20.5977, 18.3042], [15.8919, 11.1907, 14.1430], [16.1745, 12.2116, 13.5190], [15.3317, 10.0464, 13.6060], [15.0652, 10.0307, 12.2087], [15.1080, 8.8968, 14.4554], [16.1342, 10.9885, 15.1976], [15.2166, 11.0389, 11.8260], [14.0585, 9.6330, 11.9590], [15.7322, 9.3693, 11.6278], [14.0486, 8.6078, 14.4927], [15.6244, 7.9985, 14.0941], [15.3298, 9.0836, 15.5063]],
  "atomic_forces_ev_per_a": [[-0.4, -0.6, -0.1], [-0.8, -0.5, 1.3], [-0.6, 0.6, -1.7], [1.0, -0.7, 0.3], [-0.6, 1.2, 1.2], [1.7, -0.6, -0.5], [0.4, -0.2, -0.3], [0.1, 0.4, 0.7], [-0.2, 0.4, -0.3], [-0.1, -0.1, -0.4], [-0.5, 0.1, -0.2], [-0.3, -0.4, 0.3], [0.3, 0.4, -0.3], [0.2, 1.0, 1.5], [-0.6, -0.1, -0.2], [0.8, -0.6, -1.0], [-0.1, 0.1, -0.3], [0.4, 0.3, -0.2], [-0.1, 0.2, 0.5], [0.0, -0.1, -0.4], [-0.2, -0.3, 0.3], [-0.4, -0.3, -0.2], [-0.1, -0.2, -0.1], [0.1, -0.5, -0.5], [-0.1, -0.4, 0.1], [-0.2, 0.2, 1.6], [0.4, 0.7, -1.0], [-0.4, -0.5, 0.6], [0.1, 0.2, 0.2], [0.3, 0.1, -0.1], [0.0, -0.4, 0.6], [-0.4, 0.3, -0.2], [0.2, 0.6, -0.8], [-0.1, -0.1, -0.4], [0.0, -0.2, -0.1], [0.0, 0.0, 0.1], [0.5, 0.0, 0.3], [-0.3, 0.4, 0.0], [0.5, -0.2, -0.4], [-0.1, -0.1, 0.2], [-0.3, 0.1, 0.1], [-0.3, 0.0, -0.3], [0.2, 0.2, 0.1], [0.1, -0.2, 0.0], [-0.2, 0.0, -0.6], [0.2, 0.0, 0.0], [-0.2, -0.2, 0.4], [-0.2, -0.2, 0.2], [0.2, 0.6, -0.9], [-0.2, -0.5, 0.8], [0.1, 0.2, -1.0], [-0.2, -0.1, 0.4], [0.3, -0.1, 0.0], [-0.3, -0.1, -0.1], [0.3, 0.3, 0.3], [0.1, -0.1, 0.2], [0.1, 0.0, 0.3], [-0.2, -0.1, -0.1], [0.0, 0.1, 0.0], [0.0, 0.0, -0.5], [-0.4, -0.3, 0.1], [-0.8, 0.3, 0.7], [0.2, 0.3, -0.8], [0.2, 0.0, -0.2], [0.1, 0.1, 0.0], [-0.1, -0.2, 0.1], [0.0, 0.1, 0.2], [0.0, -0.1, 0.1], [0.0, 0.3, 0.0], [0.5, 0.1, 0.2], [0.4, -0.6, 0.2], [-0.5, -0.6, -0.3], [0.0, -0.1, -0.4], [0.2, 0.4, -0.4], [-0.4, -0.7, 0.5], [-0.2, 0.0, 0.1], [0.6, -0.1, 0.2], [-0.2, 0.2, -0.2], [0.0, 0.2, 0.6], [0.1, -0.4, 0.3], [0.3, 0.4, -0.2], [0.0, 0.2, -0.4], [0.0, 0.4, 0.3], [0.2, 0.8, -0.5], [0.1, -1.6, 0.9], [-0.4, 0.5, -0.9], [1.3, 1.6, 0.5], [-0.7, -1.2, -0.4], [-0.1, -0.1, 0.3], [0.0, -0.4, 0.0], [0.0, 0.0, 0.1], [-0.1, 0.1, 0.0], [-0.1, 0.3, -0.1], [0.1, -0.3, 0.0], [-0.1, 0.1, 0.0], [-0.8, 0.4, -0.5], [0.0, -0.4, 0.2], [-0.2, 0.3, 0.6], [1.0, -0.1, 0.2], [0.3, 0.4, -0.5], [0.3, 0.0, -0.4], [-0.4, 0.0, 0.0], [-0.1, -0.4, 0.2], [-0.2, 0.0, 0.3], [-0.1, 0.0, 0.1], [-0.4, 0.2, 0.0], [0.2, -0.2, -0.3], [-0.9, 0.6, 2.0], [0.0, -0.1, -0.2], [0.7, -1.1, -2.4], [-1.1, 0.4, 1.2], [0.4, 1.1, 0.7], [0.8, 0.2, -0.4], [-0.4, -0.5, -0.4], [0.1, 0.1, -0.1], [0.5, -0.1, -0.2], [-0.1, -0.1, 0.0], [0.3, -0.3, -0.2], [-0.4, -0.1, -0.1], [-0.4, 0.1, 1.9], [0.3, -0.5, -1.2], [-0.2, -0.2, 1.0], [-0.5, -0.6, -1.1], [-0.2, 0.5, -2.1], [-0.3, 0.3, 0.0], [0.5, 0.2, -0.2], [0.3, 0.1, 0.4], [0.0, 0.1, -0.2], [-0.1, 0.2, 0.3], [0.3, -0.2, 0.3], [0.3, 0.0, 0.7], [0.3, -0.6, -1.0], [-0.4, -1.0, 0.9], [0.6, 1.2, 1.2], [-0.5, -0.8, -1.4], [-0.8, -0.6, -0.2], [0.0, 0.6, 0.1], [-0.3, -0.1, 0.0], [0.3, 0.6, 0.4], [0.1, 0.1, 0.4], [0.0, 0.2, -0.3], [0.2, 0.3, 0.1], [0.5, 0.2, -0.2]],
  "lowdin_charge": [0.053, -0.122, -0.052, -0.095, -0.083, -0.142, 0.066, 0.100, 0.110, 0.104, 0.095, -0.125, -0.264, -0.165, -0.213, 0.127, 0.045, 0.081, 0.043, 0.096, 0.105, 0.106, 0.114, -0.115, -0.249, -0.187, -0.226, 0.181, 0.076, 0.069, 0.076, 0.111, 0.099, 0.089, 0.116, -0.089, -0.243, -0.189, -0.229, 0.148, 0.070, 0.078, 0.044, 0.080, 0.097, 0.120, 0.092, -0.106, -0.256, -0.206, -0.241, 0.142, 0.035, 0.074, 0.074, 0.079, 0.106, 0.070, 0.098, -0.095, -0.219, -0.187, -0.236, 0.213, 0.058, 0.052, 0.070, 0.097, 0.096, 0.073, 0.086, -0.099, -0.258, -0.175, -0.171, 0.181, 0.083, 0.070, 0.067, 0.113, 0.112, 0.109, 0.104, -0.107, -0.235, -0.154, -0.226, 0.163, 0.073, 0.075, 0.073, 0.091, 0.063, 0.078, 0.119, -0.337, -0.018, -0.199, -0.037, -0.061, 0.142, 0.085, 0.078, 0.072, 0.089, 0.096, 0.094, -0.374, 0.002, -0.188, -0.027, -0.027, 0.120, 0.089, 0.069, 0.082, 0.076, 0.084, 0.088, -0.344, 0.002, -0.199, -0.074, -0.034, 0.130, 0.085, 0.089, 0.060, 0.082, 0.097, 0.090, -0.306, -0.013, -0.202, -0.074, -0.065, 0.131, 0.062, 0.100, 0.098, 0.083, 0.092, 0.084]
}